No. 1
13
Properties=species:S:1:pos:R:3 method="wB97M-V/def2-TZVPD" e_above_lowest_kcal_mol=36.4 smiles=C#CPSCC homo_energy_ev=-8.492 orbital_gap_ha=0.3442 total_charge=0
C -0.653 1.170 3.821
C -0.245 0.582 2.849
P 0.306 -0.515 1.507
S 0.416 0.996 0.058
C -0.079 0.298 -1.626
C 0.686 -0.967 -1.932
H -0.961 1.859 4.529
H -1.070 -0.792 1.109
H -1.111 0.085 -1.771
H 0.107 1.105 -2.251
H 1.730 -0.885 -2.135
H 0.481 -1.718 -1.217
H 0.395 -1.218 -2.943

=====

No. 2
47
Properties=species:S:1:pos:R:3 method="wB97M-V/def2-TZVPD" e_above_lowest_kcal_mol=46.0 homo_energy_ev=-6.464 orbital_gap_ha=0.3365 total_charge=-1
C 2.133 1.517 2.544
C 2.256 0.117 1.930
C 2.060 -0.959 2.987
C 2.999 -2.158 2.826
S 0.343 -1.503 3.140
O -0.194 -0.866 4.322
O 0.369 -2.930 3.271
N -0.350 -1.024 1.757
S -1.925 -0.913 1.848
O -2.380 -0.334 0.621
O -2.614 -2.129 2.100
O -2.434 0.187 3.047
C -3.159 -0.326 3.954
N -3.831 -0.826 4.768
H 3.038 1.715 3.101
H 1.310 1.520 3.238
H 2.004 2.257 1.772
H 1.532 0.065 1.130
H 3.234 0.022 1.482
H 2.302 -0.517 3.938
H 3.926 -1.778 2.436
H 3.150 -2.574 3.804
H 2.573 -2.899 2.176
C -0.768 -1.091 -2.317
C -0.156 -2.484 -2.328
C -1.090 -3.509 -2.960
O 0.146 -2.872 -0.994
H -1.685 -1.075 -1.724
H -0.086 -0.376 -1.857
H -1.003 -0.751 -3.330
H 0.786 -2.464 -2.879
H -2.023 -3.573 -2.395
H -0.633 -4.500 -2.946
H -1.327 -3.248 -3.994
H -0.681 -2.891 -0.498
C -1.299 4.741 -2.828
C -0.132 3.770 -2.717
C -0.412 2.481 -3.475
O 0.135 3.481 -1.348
H -2.202 4.303 -2.395
H -1.087 5.657 -2.277
H -1.504 4.998 -3.869
H 0.771 4.239 -3.111
H -1.287 1.975 -3.062
H 0.429 1.795 -3.380
H -0.589 2.673 -4.536
H -0.645 3.059 -0.972